(1)
11
Properties=species:S:1:pos:R:3 method="wB97M-V/def2-TZVPD" charge=0 smiles=C#C.CN lumo_energy_ev=1.03 orbital_gap_ha=0.3838 homo_energy_ev=-9.414
C 1.53573 -1.01916 1.60090
C 2.30352 -1.57253 2.39747
H 1.10227 -0.42781 0.77824
H 2.55041 -2.31078 3.37329
C -1.17950 0.94657 -1.65605
N -0.85817 0.18644 -0.52001
H -2.01492 0.48049 -2.26863
H -1.53910 2.00318 -1.52635
H -0.27616 0.99249 -2.29161
H 0.01222 0.52440 -0.07014
H -1.63629 0.19672 0.18290

***

(2)
79
Properties=species:S:1:pos:R:3 method="wB97M-V/def2-TZVPD" charge=+1 lumo_energy_ev=-3.59 orbital_gap_ha=0.2749 homo_energy_ev=-11.071
Ta 0.49536 0.25078 0.26042
C 0.88819 -2.27940 -5.12803
C -0.40608 -1.74502 -4.53204
N -0.40001 -0.28886 -4.33697
C -0.88718 0.54175 -5.45741
C 0.24091 1.17256 -6.25915
C 0.02526 0.29799 -3.22608
S 0.73495 -0.77002 -2.00358
N -0.09050 1.62240 -3.18373
C 0.21106 2.37079 -2.14069
O 0.48036 1.96555 -0.96550
C 0.18849 3.84052 -2.32274
C 0.46478 4.66810 -1.23356
C 0.42687 6.04322 -1.38486
C 0.11512 6.59660 -2.62084
C -0.15866 5.77604 -3.70656
C -0.12337 4.39911 -3.55935
H 0.83804 -3.36664 -5.19811
H 1.74276 -2.01467 -4.50508
H 1.05359 -1.88641 -6.13098
H -0.62268 -2.21525 -3.57692
H -1.24655 -1.96521 -5.18774
H -1.54336 1.30737 -5.05165
H -1.48510 -0.11348 -6.08751
H 0.83440 1.83708 -5.63269
H -0.17933 1.75600 -7.07905
H 0.89717 0.41482 -6.68702
H 0.69987 4.22539 -0.27609
H 0.63388 6.68679 -0.53960
H 0.08157 7.67244 -2.73676
H -0.40465 6.21096 -4.66604
H -0.34261 3.74565 -4.39279
O 2.29360 0.87918 0.51043
C 3.57064 0.51315 0.28084
C 4.53309 1.51410 0.18813
C 5.85200 1.19231 -0.05809
C 6.22635 -0.13993 -0.22627
C 5.26935 -1.12851 -0.13193
C 3.93151 -0.81840 0.13204
C 2.93229 -1.86656 0.30257
N 1.60858 -1.71366 0.33379
C 1.05432 -2.96425 0.55725
C 2.04943 -3.87087 0.64822
N 3.22262 -3.16646 0.48895
H 4.21557 2.54386 0.29296
H 6.59157 1.97842 -0.13248
H 7.25465 -0.39887 -0.43582
H 5.56294 -2.15947 -0.28800
H -0.00744 -3.08652 0.66548
H 2.02941 -4.93146 0.82438
H 4.15240 -3.54163 0.55985
I 0.03959 -0.74642 2.85032
Br -3.68289 -1.41250 1.66917
C -3.21774 -2.70517 0.36016
C -4.13172 -3.71181 0.08284
C -3.81328 -4.60378 -0.92442
C -2.61151 -4.45498 -1.60162
C -1.77516 -3.42157 -1.22631
N -2.06438 -2.55042 -0.25437
H -5.05665 -3.77891 0.63605
H -4.49822 -5.40213 -1.17896
H -2.32868 -5.12318 -2.40311
H -0.81806 -3.27291 -1.71438
I -1.54683 5.44714 3.50359
C -0.36748 3.93067 2.76533
C 0.97080 3.71828 3.00333
N 1.32034 2.63608 2.28925
N 0.28253 2.12714 1.62142
C -0.75827 2.90489 1.89428
H 1.68091 4.25216 3.61195
H 2.20392 2.15548 2.24272
H -1.72270 2.71537 1.46150
O -1.42310 0.50292 -0.09506
N -2.29379 1.48166 -0.30444
C -3.18251 1.21143 -1.18583
C -3.13399 0.04174 -2.03354
N -3.09955 -0.88585 -2.70848
C -4.20520 2.19490 -1.42481
N -5.03058 2.96308 -1.63758

***

(3)
64
Properties=species:S:1:pos:R:3 method="wB97M-V/def2-TZVPD" charge=+2 s2=3.97 multiplicity=4 lumo_energy_ev="-6.67 / -6.49" orbital_gap_ha="0.2588 / 0.2640" homo_energy_ev="-13.710 / -13.675"
P 0.03095 -2.38230 -2.97395
P -0.13238 1.41521 -2.53755
C -0.31574 -1.02473 -4.13603
C 0.47805 0.25739 -3.86071
H -1.40422 -0.85415 -4.20631
H -0.00577 -1.40138 -5.12568
H 1.55274 0.06195 -3.69817
H 0.42304 0.88530 -4.76705
C -1.64493 2.06113 -3.32236
H -2.04567 2.88765 -2.72559
H -2.42217 1.29414 -3.42758
H -1.38832 2.43851 -4.31751
C 1.01257 2.80640 -2.88996
H 0.73536 3.25408 -3.85072
H 2.05202 2.47580 -2.95199
H 0.93766 3.57737 -2.11115
C -1.25223 -3.63354 -3.09965
H -1.24563 -4.26709 -2.20253
H -1.04752 -4.25962 -3.98026
H -2.23708 -3.16455 -3.21474
C 1.46908 -3.16603 -3.79530
H 2.29809 -2.46091 -3.92071
H 1.17812 -3.53739 -4.78196
H 1.83147 -4.01087 -3.19739
Re -0.59790 -0.66394 1.35316
C 0.73537 0.98716 -0.08295
C -0.43774 1.67734 -0.85892
C -1.66634 0.74949 -0.45673
C -1.65314 -0.62716 -1.20892
C -0.66881 -1.75402 -0.83717
C 0.71083 -2.16868 -1.44344
C 1.94654 -1.27245 -1.11172
C 1.86877 0.26213 -0.81195
C 0.82637 -1.97112 2.00820
H 1.11409 1.64453 0.71571
H -0.59795 2.73624 -0.60349
H -2.61752 1.24195 -0.71349
H -1.77282 0.64656 0.70518
H -2.66594 -1.06853 -1.10931
H -1.59876 -0.41505 -2.29090
H -1.22387 -2.63291 -0.46395
H 0.95265 -3.19003 -1.08719
H 2.66354 -1.40584 -1.94865
H 2.43544 -1.76862 -0.25111
H 2.75856 0.41980 -0.17017
H 2.12251 0.79355 -1.75113
H 1.66268 -1.46901 2.53806
H 1.19923 -2.71685 1.29769
H 0.18320 -2.45436 2.77845
C -1.63119 2.92476 6.12557
Si -0.34597 1.59415 5.84611
C 1.38243 2.30792 5.97175
C -0.54433 0.23756 7.12708
C -0.57951 0.93312 4.14059
C -0.58189 0.35191 3.00227
H -1.72388 3.17386 7.18741
H -2.60642 2.58116 5.75966
H -1.37263 3.84519 5.57758
H 1.67378 2.45967 7.01740
H 2.10431 1.62763 5.50390
H 1.45030 3.27748 5.45343
H -1.53078 -0.24184 7.04628
H 0.21578 -0.54560 6.99821
H -0.44651 0.64045 8.14237

***

Summary of DFT total energy in eV
-4711.011 -153327.048 -49952.168
(order as listed above)
Summary of energy relative to the best compared isomer or geometry (same formula, charge and spin) in eV
3.146 0.222 0.000
(order as listed above)